54
Properties=species:S:1:pos:R:3:forces:R:3 method="wB97M-V/def2-TZVPD" largest_force_ha_per_bohr=0.0389 lumo_energy_ev=-7.842 total_charge=+2 e_homo_ev=-14.4
Ir -1.61726 -0.65523 0.87755 -1.113 -0.847 -1.433
I -3.32493 -0.14111 -0.99152 0.382 0.227 0.296
C -2.71599 1.58251 -2.02186 -0.045 -0.109 -0.068
C -3.79507 2.24050 -2.53800 0.003 0.141 -0.131
C -3.59998 3.34170 -3.39362 -0.038 -0.079 0.055
C -2.32902 3.70074 -3.71391 0.049 -0.011 0.006
C -1.20673 3.03733 -3.15412 0.009 0.091 -0.023
C 0.08487 3.48707 -3.51401 -0.025 0.016 -0.032
C 1.20234 2.91387 -2.99105 0.031 -0.079 0.053
C 1.05625 1.87732 -2.05789 0.040 0.067 -0.062
C -0.17702 1.40128 -1.66118 -0.102 -0.093 0.022
P 0.07365 0.14431 -0.37375 0.032 0.188 0.035
C 0.93692 -1.21455 -1.15491 -0.111 -0.242 0.079
C 0.19287 -2.14680 -1.88550 0.033 0.020 -0.004
C 0.83553 -3.18229 -2.54216 -0.005 -0.001 0.006
C 2.21919 -3.29008 -2.47140 0.004 -0.010 -0.005
C 2.95909 -2.36665 -1.74630 0.016 0.016 0.015
C 2.32468 -1.32902 -1.07939 0.005 -0.040 -0.036
C 1.06591 0.86401 0.91601 0.159 -0.006 0.141
C 1.70888 -0.00719 1.80687 0.014 0.058 0.003
C 2.37030 0.50387 2.90813 -0.031 -0.012 -0.007
C 2.37611 1.87602 3.13600 0.002 0.034 0.004
C 1.72360 2.73816 2.26575 0.005 0.004 0.036
C 1.06003 2.23801 1.15747 -0.013 -0.060 -0.028
C -1.36392 1.95204 -2.24114 0.000 0.050 0.057
H -4.80489 1.92317 -2.31118 0.003 -0.014 -0.027
H -4.45460 3.86248 -3.80120 0.001 -0.006 0.002
H -2.14794 4.51402 -4.40474 0.012 0.008 0.019
H 0.16514 4.30097 -4.22352 -0.011 0.013 0.022
H 2.18979 3.25744 -3.26487 0.000 -0.026 -0.018
H 1.95794 1.45382 -1.63164 0.015 0.009 0.017
H -0.88578 -2.05572 -1.95931 0.009 -0.006 -0.032
H 0.26234 -3.90001 -3.11325 0.000 0.002 -0.001
H 2.72328 -4.09712 -2.98587 -0.004 0.004 -0.005
H 4.03624 -2.45174 -1.69785 -0.002 -0.006 -0.003
H 2.91103 -0.61926 -0.51037 -0.004 0.010 -0.019
H 1.69627 -1.07752 1.63254 0.024 0.007 0.000
H 2.88115 -0.16215 3.59026 0.005 0.001 0.000
H 2.88908 2.27417 4.00119 0.001 -0.002 -0.005
H 1.72624 3.80295 2.45388 -0.004 -0.004 0.005
H 0.53920 2.91253 0.49074 0.015 0.010 -0.012
O -1.00574 0.38809 4.61268 -0.096 -0.006 -0.121
C -1.22037 -0.22097 3.61485 -0.003 0.228 0.272
O -1.60184 0.36760 2.45619 0.020 0.668 0.882
C -1.12405 -1.70098 3.48880 0.096 -0.216 -0.013
C -1.01458 -2.57620 4.54452 0.043 0.072 -0.038
C -0.92953 -3.93203 4.25641 -0.003 -0.063 -0.071
C -0.92952 -4.35498 2.93001 0.012 -0.021 0.137
C -1.03672 -3.42036 1.92143 -0.007 0.059 0.019
N -1.15495 -2.11728 2.21389 0.601 -0.069 0.016
H -0.99754 -2.18342 5.55192 -0.012 -0.016 0.013
H -0.86025 -4.65630 5.05711 0.020 0.001 -0.006
H -0.84450 -5.40189 2.67644 -0.009 -0.001 0.007
H -1.02518 -3.69509 0.87481 -0.024 0.039 -0.021